# 1
Formula: C3H7O2
Source: OMol25
Level of theory: ωB97M-V/def2-TZVPD

Summary:
Charge = -1
Multiplicity = 1
Lowest unoccupied orbital energy = 4.20 eV
ΔE to the lowest compared entry with this formula, charge and spin = 284.79 kJ/mol
Frontier orbital gap = 0.253 hartree
HOMO energy = -2.7 eV

```
12
Properties=species:S:1:pos:R:3:nbo_charge:R:1
O -0.7904 0.8124 -0.3420 -0.83
C -1.6037 -1.2102 0.6125 -0.77
H 0.6176 2.9469 -0.5457 0.06
O 2.9322 -0.5712 0.4756 -0.59
H 0.9588 -0.3060 0.8230 0.15
H 1.2241 3.3608 -0.4338 -0.07
H -2.1114 -2.1454 0.4061 0.17
H -1.8102 -0.6012 -1.3897 0.06
C -1.4029 -0.2993 -0.3962 0.23
C 1.7778 -0.4678 0.1141 0.29
H 1.4972 -0.5326 -0.9507 0.11
H -1.2890 -0.9863 1.6268 0.17
```

=====

# 2
Formula: C3H7O2P
Source: OMol25
Level of theory: ωB97M-V/def2-TZVPD

Summary:
Charge = 0
Multiplicity = 1
Lowest unoccupied orbital energy = -0.21 eV
ΔE to the lowest compared entry with this formula, charge and spin = 202.05 kJ/mol
Frontier orbital gap = 0.335 hartree
HOMO energy = -9.3 eV

```
13
Properties=species:S:1:pos:R:3:nbo_charge:R:1
C 0.6120 -0.3542 -0.1610 0.08
H -0.7352 2.3048 1.8396 0.00
O 1.8311 -0.7890 0.3110 -0.79
O 3.3742 1.4798 -0.2629 -1.01
C -0.4685 -1.1169 -0.0124 -0.23
P 3.2535 0.1371 0.2685 1.54
H -1.5258 -0.2146 -1.7885 0.22
H 0.0360 2.4847 2.1601 0.00
H -2.3255 0.0393 -0.1651 0.21
C -1.7117 -0.7591 -0.8298 -0.65
H -2.4449 -1.5466 -1.0098 0.23
H -0.3705 -2.1015 0.4857 0.22
H 0.4752 0.4361 -0.8354 0.19
```

=====

# 3
Formula: C3H7O2S
Source: OMol25
Level of theory: ωB97M-V/def2-TZVPD

Summary:
Charge = -1
Multiplicity = 1
Lowest unoccupied orbital energy = 4.02 eV
ΔE to the lowest compared entry with this formula, charge and spin = 427.04 kJ/mol
Frontier orbital gap = 0.263 hartree
HOMO energy = -3.1 eV

```
13
Properties=species:S:1:pos:R:3:nbo_charge:R:1
H -0.8101 -2.8145 0.4615 0.17
C 0.4106 1.3317 -0.7106 -1.00
H -1.0476 -1.2468 1.3879 0.23
C -0.5320 -1.7134 0.5484 -0.39
O 2.7868 0.3168 -0.1224 -1.04
S 1.3842 0.3719 0.4424 1.19
H 1.1422 -1.8667 -0.6607 0.20
H -2.4260 1.6505 0.3968 0.43
O -1.7395 1.1319 0.7952 -1.15
H 0.2427 0.6729 -1.5364 0.18
H -0.7709 1.2283 0.0584 0.40
H 0.7841 2.1784 -1.0244 0.19
C 0.5756 -1.2412 -0.0361 -0.39
```

=====

# 4
Formula: C3H7O3
Source: OMol25
Level of theory: ωB97M-V/def2-TZVPD

Summary:
Charge = -1
Multiplicity = 1
Lowest unoccupied orbital energy = 4.03 eV
ΔE to the lowest compared entry with this formula, charge and spin = 129.12 kJ/mol
Frontier orbital gap = 0.295 hartree
HOMO energy = -4.0 eV

```
13
Properties=species:S:1:pos:R:3:nbo_charge:R:1
O 1.9851 0.1947 1.0982 -0.80
H -2.5109 1.2252 1.2171 0.47
C 1.5047 -0.1075 -0.0266 0.77
H 2.7659 -0.4453 -1.6906 0.20
C 2.3817 -1.0801 -0.8946 -0.76
H 1.6411 -1.7073 -1.3916 0.20
H -2.0516 0.2514 -1.0162 0.19
H -1.6135 -0.3665 0.4554 0.22
H -3.1980 -0.9429 -0.3588 0.15
O 0.4305 0.2975 -0.5200 -0.82
H 3.1241 -1.4675 -0.2118 0.21
C -2.5164 -0.1438 -0.1094 -0.28
O -3.1764 0.9701 0.5688 -0.76
```

=====

# 5
Formula: C3H7O3
Source: OMol25
Level of theory: ωB97M-V/def2-TZVPD

Summary:
Charge = -1
Multiplicity = 1
Lowest unoccupied orbital energy = 4.29 eV
ΔE to the lowest compared entry with this formula, charge and spin = 125.97 kJ/mol
Frontier orbital gap = 0.323 hartree
HOMO energy = -4.5 eV

```
13
Properties=species:S:1:pos:R:3:nbo_charge:R:1
C -0.3679 -2.5524 -0.9871 -0.74
H -1.3221 -3.0649 -0.7280 0.20
H 0.5130 -3.0815 -0.4956 0.20
H -0.1299 -2.4689 -2.0819 0.21
O 0.8558 -0.5611 -0.0807 -0.83
H 0.1109 2.6381 2.1848 0.13
C -0.3256 -1.0973 -0.3602 0.77
O 0.2665 2.0844 0.0906 -0.80
C 0.7936 2.4160 1.3768 -0.23
H 1.4418 3.3145 1.2967 0.14
H 1.3453 1.6236 1.7655 0.17
O -1.4541 -0.6010 -0.2640 -0.75
H 0.0949 1.0632 -0.0863 0.53
```

=====

# 6
Formula: C3H7O3
Source: OMol25
Level of theory: ωB97M-V/def2-TZVPD

Summary:
Charge = -1
Multiplicity = 1
Lowest unoccupied orbital energy = 4.31 eV
ΔE to the lowest compared entry with this formula, charge and spin = 78.92 kJ/mol
Frontier orbital gap = 0.319 hartree
HOMO energy = -4.4 eV

```
13
Properties=species:S:1:pos:R:3:nbo_charge:R:1
H 0.8822 -2.8070 -0.8724 0.13
O -0.4461 0.6236 -0.2412 -0.83
H -0.4020 -1.9208 -1.6241 0.16
O 1.3612 -0.8698 -1.4376 -0.78
C -0.2977 0.7313 1.0295 0.76
H -0.0639 2.7555 1.4689 0.21
H 0.9548 -2.5325 -2.6003 0.13
C -0.8668 2.0090 1.5732 -0.72
H -1.1948 1.8286 2.6022 0.20
H 0.7761 -0.1832 -1.0055 0.52
C 0.6933 -2.0317 -1.6556 -0.22
O 0.3046 -0.0901 1.7340 -0.74
H -1.7008 2.4873 1.0288 0.20
```

=====

# 7
Formula: C3H7O3
Source: OMol25
Level of theory: ωB97M-V/def2-TZVPD

Summary:
Charge = -1
Multiplicity = 1
Lowest unoccupied orbital energy = 3.97 eV
ΔE to the lowest compared entry with this formula, charge and spin = 166.43 kJ/mol
Frontier orbital gap = 0.293 hartree
HOMO energy = -4.0 eV

```
13
Properties=species:S:1:pos:R:3:nbo_charge:R:1
H 0.7495 0.4850 1.9412 0.19
H -0.6215 0.4077 2.7774 0.20
C 0.0661 -0.3032 2.3060 -0.78
O -0.2299 -0.5380 -0.0416 -0.82
H 1.3440 2.5266 -1.3492 0.15
H 0.0227 1.5188 -1.2082 0.22
O 1.6473 0.8033 -2.3550 -0.76
H 0.6450 -1.0809 2.8028 0.20
C 0.7629 1.8395 -1.9700 -0.29
H 1.7989 0.1995 -1.6137 0.49
O -1.8522 -1.4605 1.2376 -0.77
H 0.0689 2.0914 -2.7649 0.17
C -0.7755 -0.8706 1.0304 0.79
```

=====

# 8
Formula: C3H7O3
Source: OMol25
Level of theory: ωB97M-V/def2-TZVPD

Summary:
Charge = 0
Multiplicity = 2
Lowest unoccupied orbital energy (spin up / spin down) = 0.57 / -4.02 eV
ΔE to the lowest compared entry with this formula, charge and spin = 236.46 kJ/mol
Frontier orbital gap (spin up / spin down) = 0.406 / 0.235 hartree
HOMO energy (spin up / spin down) = -10.5 / -10.4 eV

```
13
Properties=species:S:1:pos:R:3:lowdin_spin:R:1
H 0.5636 -0.7844 -0.6796 0.00
O -1.3261 -0.2782 1.7195 0.00
H 0.0621 1.0368 2.5321 0.00
O 0.1717 1.1459 -3.2323 0.31
C 0.5635 -0.6805 -1.7450 0.19
H 1.4028 -0.8726 -2.3281 0.01
H -0.3653 -1.3132 -1.7285 0.01
C -0.0433 -0.0136 2.4454 0.00
C 0.0068 0.8449 -2.0705 0.11
H -1.3262 0.3054 0.8317 0.00
H -0.3331 -0.4436 3.4188 0.00
O -0.1882 1.6604 -1.1053 0.38
H 0.8117 -0.6074 1.9416 0.00
```

=====

# 9
Formula: C3H7O3S3
Source: OMol25
Level of theory: ωB97M-V/def2-TZVPD

Summary:
Charge = -1
Multiplicity = 1
Lowest unoccupied orbital energy = 3.20 eV
SMILES string = C[C@@H](S)[C@H](S)S(=O)(=O)[O-]
ΔE to the lowest compared entry with this formula, charge and spin = 83.18 kJ/mol
Frontier orbital gap = 0.311 hartree
HOMO energy = -5.3 eV

```
16
Properties=species:S:1:pos:R:3:nbo_charge:R:1
C 0.3298 -0.5364 -0.3379 -0.62
C -2.1118 -0.1528 -0.3994 -0.63
H -2.0900 -1.0752 0.1613 0.21
H 1.6528 -1.8327 1.0816 0.18
S 0.3137 -1.7857 1.0026 -0.07
C -0.8716 0.7082 -0.0917 -0.34
O 2.0880 0.5277 1.1855 -1.04
O 2.8746 -0.6670 -0.7640 -1.05
O 1.8745 1.4742 -1.1159 -1.00
H -2.9087 0.4113 0.0547 0.21
H -0.5576 1.2957 -0.9537 0.23
S 1.9118 0.3468 -0.2621 2.41
S -0.6960 1.5162 1.5531 -0.11
H 0.0607 -0.7826 -1.3948 0.23
H 0.4128 0.8839 1.8593 0.20
H -2.2830 -0.3318 -1.5787 0.20
```

=====

# 10
Formula: C3H7OP
Source: OMol25
Level of theory: ωB97M-V/def2-TZVPD

Summary:
Charge = 0
Multiplicity = 3
Lowest unoccupied orbital energy (spin up / spin down) = 1.02 / -2.23 eV
ΔE to the lowest compared entry with this formula, charge and spin = 295.69 kJ/mol
Frontier orbital gap (spin up / spin down) = 0.232 / 0.311 hartree
HOMO energy (spin up / spin down) = -5.3 / -10.7 eV

```
12
Properties=species:S:1:pos:R:3:lowdin_spin:R:1
C 0.1752 1.8068 0.2056 0.10
O 2.1916 0.4404 -1.1551 0.34
P 1.0211 0.3138 -0.2725 0.49
H -0.2279 -1.9338 1.1636 0.03
H -0.2023 2.2679 -0.7923 0.01
H -0.6148 1.8275 1.0655 0.00
C -0.7346 -1.2289 -0.6867 0.73
H 1.1753 -0.3953 0.9316 0.06
H 0.8541 2.6117 0.5836 0.02
H -0.9133 -0.9861 -1.7388 0.05
H -1.7446 -2.7602 0.3600 0.04
C -0.9799 -1.9638 0.3354 0.12
```